ORCA calculation (wB97M-V/def2-TZVPD) on a molecular structure, C43H36N3P2ReS3 at a distorted geometry.

Last column: Mulliken charge in e.
Geometry (Å):
Re (0.5022, -1.1028, -0.8861)  -0.985
S (-0.9431, 0.4275, -2.2755)  -0.660
P (-0.4486, 1.5901, -0.6984)  1.200
C (-0.0673, 0.3281, 0.4342)  -0.824
P (-1.2970, -0.4450, 1.3818)  1.449
S (-1.2002, -2.3076, 0.5849)  -0.543
C (-0.9662, -0.3722, 3.1514)  0.420
C (-0.0883, 0.5835, 3.6482)  -0.080
C (0.1551, 0.6593, 5.0148)  -0.763
C (-0.4711, -0.2266, 5.8795)  -0.501
C (-1.3430, -1.1915, 5.3833)  -0.826
C (-1.5930, -1.2638, 4.0219)  -0.555
C (-2.9754, 0.1879, 1.2108)  0.855
C (-3.4634, 1.0949, 2.1521)  -0.495
C (-4.7520, 1.5966, 2.0366)  -0.788
C (-5.5621, 1.1896, 0.9870)  -0.629
C (-5.0825, 0.2868, 0.0459)  -0.767
C (-3.7932, -0.2110, 0.1533)  -0.284
C (1.0248, 2.5539, -1.0327)  0.511
C (2.2046, 2.3479, -0.3254)  0.137
C (3.3306, 3.1071, -0.6264)  -0.725
C (3.2791, 4.0613, -1.6310)  -0.615
C (2.0980, 4.2710, -2.3368)  -0.717
C (0.9740, 3.5226, -2.0356)  -0.679
C (-1.6818, 2.8205, -0.2567)  0.983
C (-1.4079, 3.6538, 0.8309)  -0.582
C (-2.3347, 4.6013, 1.2323)  -0.739
C (-3.5346, 4.7277, 0.5392)  -0.565
C (-3.8066, 3.9060, -0.5447)  -0.717
C (-2.8827, 2.9461, -0.9424)  -0.188
H (0.4258, 1.2501, 2.9634)  0.350
H (0.8397, 1.4022, 5.4027)  0.461
H (-0.2779, -0.1697, 6.9431)  0.412
H (-1.8256, -1.8840, 6.0605)  0.428
H (-2.2709, -2.0182, 3.6368)  0.431
H (-2.8390, 1.4135, 2.9769)  0.490
H (-5.1230, 2.2983, 2.7725)  0.456
H (-6.5721, 1.5719, 0.9062)  0.422
H (-5.7183, -0.0337, -0.7693)  0.447
H (-3.4227, -0.9247, -0.5696)  0.203
H (2.2424, 1.5915, 0.4502)  0.405
H (4.2492, 2.9477, -0.0756)  0.460
H (4.1578, 4.6482, -1.8664)  0.422
H (2.0568, 5.0172, -3.1194)  0.439
H (0.0559, 3.6874, -2.5895)  0.410
H (-0.4616, 3.5716, 1.3569)  0.306
H (-2.1210, 5.2477, 2.0736)  0.453
H (-4.2582, 5.4726, 0.8457)  0.422
H (-4.7414, 4.0080, -1.0808)  0.465
H (-3.0989, 2.2920, -1.7786)  0.390
S (4.7083, -0.8558, 0.7548)  -0.279
C (3.7744, -1.4473, 2.0911)  1.059
C (4.1853, -1.6181, 3.4109)  -0.694
C (3.2808, -2.1618, 4.2984)  -0.769
C (2.0065, -2.5481, 3.8675)  -0.638
C (1.6035, -2.3768, 2.5586)  -0.452
C (2.4936, -1.7904, 1.6650)  -0.841
N (2.2785, -1.5391, 0.2899)  0.543
C (3.3714, -1.0832, -0.2791)  0.116
C (3.3526, -0.7224, -1.7002)  1.134
C (4.4952, -0.5112, -2.4591)  -0.603
C (4.3446, -0.2272, -3.8096)  -0.937
C (3.0679, -0.1678, -4.3639)  -0.896
C (1.9406, -0.3886, -3.5804)  -0.639
C (2.0612, -0.6594, -2.2170)  1.161
H (5.1833, -1.3444, 3.7271)  0.454
H (3.5684, -2.3082, 5.3312)  0.427
H (1.3194, -2.9974, 4.5730)  0.472
H (0.6322, -2.7002, 2.2249)  0.521
H (5.4852, -0.5820, -2.0214)  0.474
H (5.2161, -0.0669, -4.4301)  0.432
H (2.9531, 0.0452, -5.4197)  0.478
H (0.9605, -0.3401, -4.0364)  0.435
C (-2.8030, -4.0584, -4.2738)  -1.361
C (-1.4880, -3.7356, -3.6475)  0.657
C (-0.2506, -4.3207, -3.7657)  -1.269
C (0.6076, -3.6010, -2.9148)  0.697
N (-0.0727, -2.6252, -2.3197)  0.375
N (-1.3440, -2.7267, -2.7682)  0.200
C (2.0536, -3.8493, -2.6281)  -1.081
H (-2.6768, -4.8534, -5.0047)  0.353
H (-3.2212, -3.1921, -4.7875)  0.332
H (-3.5231, -4.3964, -3.5280)  0.308
H (0.0097, -5.1707, -4.3738)  0.489
H (-2.0236, -2.0572, -2.4424)  0.035
H (2.3229, -4.8596, -2.9318)  0.433
H (2.2647, -3.7483, -1.5616)  0.124
H (2.6915, -3.1465, -3.1641)  0.148

Charge   +1
E_LUMO (alpha / beta)   -0.1314 / -0.1219 hartree
Relative energy (zero: lowest compared OMol25 entry of this formula, charge and spin)   0.044 eV
Spin multiplicity   2
<S²>   0.777
E   -3779.91775 Ha

=====

ORCA calculation (wB97M-V/def2-TZVPD) on a molecular structure, C43H37GeInNO2P.

Last column: Mulliken charge in e.
Geometry (Å):
In (-0.5504, 0.9992, -0.0120)  1.009
O (0.3540, 4.2720, 3.0193)  -0.684
C (0.4340, 3.0625, 3.0579)  -0.338
O (0.4953, 2.2721, 1.9964)  -0.530
C (0.3741, 2.2381, 4.2987)  0.133
C (0.4339, 2.7789, 5.5715)  -0.496
C (0.3378, 1.9304, 6.6617)  -0.670
C (0.1826, 0.5607, 6.4742)  -0.748
C (0.1155, 0.0201, 5.1962)  -1.216
C (0.2103, 0.8690, 4.0991)  1.009
P (0.2889, 0.3406, 2.3566)  1.678
C (2.0170, -0.0666, 2.0014)  0.195
C (3.0695, 0.5187, 2.6974)  -0.877
C (4.3759, 0.1537, 2.4055)  -0.769
C (4.6392, -0.7895, 1.4179)  -0.794
C (3.5938, -1.3561, 0.7015)  -0.818
C (2.2855, -0.9945, 0.9913)  0.116
C (-0.5081, -1.3258, 2.5214)  0.720
C (-1.8935, -1.3358, 2.3723)  -0.423
C (-2.6289, -2.4900, 2.6100)  -0.819
C (-1.9711, -3.6519, 2.9975)  -0.579
C (-0.5910, -3.6495, 3.1525)  -0.865
C (0.1431, -2.4936, 2.9135)  -0.007
H (0.5616, 3.8473, 5.6943)  0.538
H (0.3739, 2.3314, 7.6672)  0.409
H (0.1101, -0.0968, 7.3320)  0.454
H (-0.0108, -1.0454, 5.0643)  0.445
H (2.8780, 1.2540, 3.4696)  0.438
H (5.1927, 0.6033, 2.9567)  0.440
H (5.6613, -1.0842, 1.2098)  0.410
H (3.7887, -2.0874, -0.0756)  0.543
H (1.4666, -1.4550, 0.4478)  0.450
H (-2.4044, -0.4199, 2.0838)  0.269
H (-3.7078, -2.4821, 2.5128)  0.442
H (-2.5351, -4.5597, 3.1757)  0.401
H (-0.0819, -4.5513, 3.4758)  0.473
H (1.2211, -2.5025, 3.0389)  0.440
C (3.0492, 1.4046, -4.7139)  -0.539
C (1.9740, 0.8135, -5.3637)  -0.762
C (0.9485, 0.2287, -4.6261)  -0.503
C (0.9962, 0.2302, -3.2319)  0.724
C (2.0769, 0.8353, -2.5900)  0.018
C (3.0998, 1.4208, -3.3240)  -0.733
Ge (-0.3612, -0.6930, -2.1787)  0.566
C (-2.0351, -0.9931, -3.1193)  0.283
C (-2.6131, -0.0154, -3.9311)  0.103
C (-3.7682, -0.2896, -4.6500)  -0.792
C (-4.3690, -1.5376, -4.5499)  -0.517
C (-3.8100, -2.5128, -3.7350)  -0.766
C (-2.6480, -2.2435, -3.0209)  -0.368
C (0.4193, -2.4030, -1.6667)  -0.007
C (1.5782, -2.8122, -2.3309)  -0.200
C (2.1461, -4.0505, -2.0579)  -0.786
C (1.5693, -4.8849, -1.1086)  -0.754
C (0.4163, -4.4863, -0.4436)  -0.926
C (-0.1551, -3.2480, -0.7139)  0.252
H (3.8523, 1.8479, -5.2896)  0.392
H (1.9336, 0.8047, -6.4464)  0.417
H (0.1098, -0.2300, -5.1405)  0.464
H (2.1321, 0.8458, -1.5043)  0.184
H (3.9331, 1.8894, -2.8144)  0.439
H (-2.1615, 0.9667, -4.0160)  0.293
H (-4.1979, 0.4686, -5.2935)  0.424
H (-5.2687, -1.7527, -5.1127)  0.400
H (-4.2747, -3.4884, -3.6557)  0.418
H (-2.2101, -3.0189, -2.4049)  0.347
H (2.0349, -2.1657, -3.0721)  0.419
H (3.0323, -4.3704, -2.5951)  0.434
H (2.0180, -5.8456, -0.8872)  0.424
H (-0.0399, -5.1411, 0.2903)  0.456
H (-1.0539, -2.9473, -0.1819)  0.527
C (-2.5348, 3.4022, 1.5769)  -1.198
C (-2.1726, 3.7923, 0.2024)  0.989
C (-2.4979, 5.0285, -0.4576)  -0.896
C (-1.9378, 4.9700, -1.6895)  -1.090
C (-1.2725, 3.6980, -1.7855)  0.600
C (-0.4934, 3.1942, -2.9308)  -0.178
N (-1.4347, 2.9957, -0.6288)  0.055
H (-3.3634, 4.0030, 1.9479)  0.460
H (-1.6776, 3.5703, 2.2307)  0.073
H (-2.8105, 2.3472, 1.6286)  0.259
H (-3.0695, 5.8409, -0.0299)  0.497
H (-1.9774, 5.7181, -2.4689)  0.485
H (-0.7416, 3.7401, -3.8396)  0.472
H (-0.6696, 2.1369, -3.0838)  -0.451
H (0.5788, 3.3220, -2.7469)  0.213

Charge   +1
E_LUMO (alpha / beta)   -0.1147 / -0.1735 hartree
Spin multiplicity   2
<S²>   0.761
E   -4474.21569 Ha

=====

ORCA calculation (wB97M-V/def2-TZVPD) on a molecular structure, C43H37N3O6PSSm at a distorted geometry.

Last column: Mulliken charge in e.
Geometry (Å):
Sm (0.3957, 0.5816, 0.4907)  -0.304
O (0.7829, 2.8556, 1.2476)  -0.703
C (-0.3601, 3.3753, 1.4747)  0.961
C (-0.8000, 4.5420, 0.7760)  -0.690
C (-2.0469, 5.0738, 0.9685)  -0.291
C (-2.9284, 4.5371, 1.9231)  -0.806
C (-2.5165, 3.4598, 2.6701)  -0.496
C (-1.2639, 2.8622, 2.4755)  0.487
C (-0.8901, 1.7198, 3.2632)  -0.499
N (0.1847, 1.0455, 3.0809)  0.150
C (0.4804, -0.0500, 3.9806)  -0.761
C (1.6734, -0.8234, 3.4192)  -1.051
N (1.2968, -1.3771, 2.1383)  0.721
C (1.2326, -2.6450, 2.0452)  -0.887
C (0.7072, -3.4161, 0.9459)  0.874
C (0.7690, -4.8138, 1.0334)  -0.758
C (0.1608, -5.6347, 0.1123)  -0.779
C (-0.5833, -5.0425, -0.9187)  -0.723
C (-0.6516, -3.6799, -1.0439)  -0.899
C (0.0292, -2.8004, -0.1532)  0.246
O (0.0478, -1.5443, -0.3666)  1.463
H (-0.1255, 4.9438, 0.0303)  0.309
H (-2.3642, 5.9199, 0.3681)  0.323
H (-3.9212, 4.9530, 2.0492)  0.365
H (-3.1817, 3.0333, 3.4148)  0.406
H (-1.5683, 1.4672, 4.0939)  0.299
H (-0.3762, -0.7306, 4.0650)  0.321
H (0.7237, 0.3291, 4.9827)  0.497
H (1.9793, -1.6045, 4.1333)  0.499
H (2.4988, -0.1224, 3.2605)  0.163
H (1.5593, -3.2523, 2.9064)  -0.060
H (1.3163, -5.2564, 1.8620)  0.346
H (0.2301, -6.7131, 0.1896)  0.366
H (-1.1094, -5.6820, -1.6202)  0.390
H (-1.2426, -3.2177, -1.8250)  0.379
C (0.4833, 1.4486, -4.6745)  -0.400
C (-0.0597, 0.2118, -4.3621)  -0.550
C (0.5718, -0.6076, -3.4382)  -0.379
C (1.7465, -0.1956, -2.8096)  0.339
C (2.2884, 1.0456, -3.1356)  0.040
C (1.6593, 1.8575, -4.0652)  -0.779
P (2.5739, -1.4158, -1.7147)  0.063
C (3.7467, -2.1146, -2.9660)  0.420
C (3.8387, -1.7319, -4.3043)  -0.461
C (4.6760, -2.4065, -5.1836)  -0.704
C (5.4434, -3.4769, -4.7477)  -0.463
C (5.3558, -3.8792, -3.4210)  -0.553
C (4.5111, -3.2107, -2.5502)  -0.326
C (3.6607, -0.3215, -0.6990)  -0.157
C (5.0502, -0.4231, -0.7238)  -0.715
C (5.8136, 0.3838, 0.1095)  -0.588
C (5.1715, 1.2866, 0.9436)  -0.862
C (3.7832, 1.3645, 0.9575)  -0.174
C (2.9436, 0.5510, 0.1712)  0.536
H (-0.0400, 2.1168, -5.3453)  0.330
H (-0.9918, -0.1019, -4.8179)  0.349
H (0.1483, -1.5686, -3.1737)  0.258
H (3.1937, 1.3814, -2.6450)  0.418
H (2.0679, 2.8353, -4.2905)  0.366
H (3.2460, -0.9018, -4.6671)  0.268
H (4.7292, -2.0967, -6.2215)  0.383
H (6.0972, -3.9960, -5.4393)  0.341
H (5.9383, -4.7230, -3.0677)  0.363
H (4.4202, -3.5422, -1.5206)  0.406
H (5.5434, -1.1192, -1.3933)  0.294
H (6.8966, 0.3082, 0.0991)  0.358
H (5.7643, 1.9257, 1.5931)  0.341
H (3.3236, 2.1018, 1.6141)  0.456
C (-7.4449, 2.2730, 3.1776)  -1.579
C (-6.2780, 1.4942, 2.6255)  1.192
C (-6.1846, 1.2211, 1.2645)  -0.784
C (-5.1082, 0.5115, 0.7545)  -0.868
C (-4.0872, 0.0866, 1.5973)  -0.354
C (-4.1887, 0.3302, 2.9573)  -0.305
C (-5.2821, 1.0112, 3.4689)  -0.817
S (-2.5447, -0.4717, 0.8362)  1.719
O (-1.6939, -0.9274, 1.9284)  -0.718
O (-2.9664, -1.4627, -0.1320)  -0.826
N (-1.9435, 0.8643, 0.2949)  0.468
C (-2.4724, 1.3812, -0.9519)  -0.426
C (-1.4110, 2.2817, -1.6305)  0.208
O (-1.8203, 3.1503, -2.4081)  -0.856
O (-0.2070, 2.0157, -1.3290)  -0.264
H (-7.9182, 2.8651, 2.3943)  0.360
H (-7.1245, 2.9466, 3.9737)  0.367
H (-8.2006, 1.6015, 3.5948)  0.296
H (-6.9576, 1.5819, 0.5944)  0.315
H (-5.0478, 0.2697, -0.2984)  0.500
H (-3.3996, -0.0306, 3.6063)  0.498
H (-5.3582, 1.1910, 4.5367)  0.331
H (-3.3809, 1.9735, -0.7942)  0.050
H (-2.7125, 0.5639, -1.6457)  0.417

Charge   -2
E_LUMO (alpha / beta)   0.1511 / 0.1511 hartree
Spin multiplicity   6
<S²>   8.759
E   -3674.18623 Ha

=====

Which formula does entry 3 have?
C43H37N3O6PSSm

=====

charge of number 1 (C43H36N3P2ReS3)?
+1